(1)
A single C18H26N4O2 molecule, computed with ωB97M-V/def2-TZVPD.

LUMO	0.672	eV
net charge	0
highest occupied orbital energy	-7.96	eV
SMILES	CCCCC(=O)Nc1ccc2c(c1)nc1n2CCN(CCOC)C1
DFT total energy	-29143.981	eV
HOMO-LUMO gap	8.63	eV
M	330.43	u

Geometry as XYZ:
```
50
C18H26N4O2 (ωB97M-V/def2-TZVPD)
N -4.897 -0.076 0.783
H -4.668 1.370 2.210
H 4.585 0.149 2.095
C 6.557 -0.605 1.595
C -3.895 -1.088 -3.884
H -4.461 -1.485 -4.724
H 7.305 -1.243 2.073
C -4.664 1.309 1.117
N -2.305 0.896 0.676
C -0.410 -0.249 0.531
H 3.535 1.409 -0.515
H -3.438 -0.131 -4.169
H -0.624 3.115 -0.112
C 5.307 -0.575 2.465
O -4.807 -0.923 -2.829
C -4.206 -0.427 -1.655
C 0.944 -0.466 0.312
C -3.336 1.895 0.596
H -3.438 2.227 -0.445
C -0.201 2.128 0.006
H 5.868 -2.143 0.252
H -3.784 0.571 -1.851
C 5.345 -0.266 -0.625
H 5.564 -0.304 3.487
H -5.764 -1.373 -0.557
C 1.713 0.625 -0.060
H -3.382 -1.089 -1.346
H -6.060 0.336 -0.872
C 1.142 1.900 -0.208
C -0.971 1.041 0.379
H 4.829 -1.551 2.475
C 6.301 -1.142 0.188
H -3.050 2.765 1.197
O 3.499 -1.708 -0.103
N 3.092 0.527 -0.297
H 1.375 -1.445 0.425
H 6.981 0.401 1.528
N -1.396 -1.131 0.897
H 5.569 0.791 -0.463
H -5.495 1.909 0.740
C -2.488 -0.428 0.969
H -3.951 -0.924 2.421
H 5.477 -0.483 -1.688
H 7.255 -1.216 -0.338
C -5.297 -0.384 -0.571
H 1.777 2.726 -0.499
C 3.890 -0.580 -0.300
H -3.096 -1.789 -3.614
C -3.849 -0.921 1.327
H -3.975 -1.946 0.981
```

---

(2)
A single C18H26N6O4 molecule, computed with ωB97M-V/def2-TZVPD.

LUMO	0.539	eV
net charge	0
highest occupied orbital energy	-8.96	eV
SMILES	Cc1n[nH]c(C)c1CC(=O)N1CC(=O)NC[C@H]1C(=O)N[C@H]1CCCN(C)C1=O
DFT total energy	-36220.958	eV
HOMO-LUMO gap	9.50	eV
M	390.44	u

Geometry as XYZ:
```
54
C18H26N6O4 (ωB97M-V/def2-TZVPD)
H -0.143 -0.318 2.824
O -0.355 -0.869 -2.830
H 1.561 3.419 -4.128
C -0.487 -0.081 -1.912
C 2.562 1.158 1.860
H -1.553 -2.250 -1.377
C 5.035 1.053 0.973
C 1.885 0.366 2.765
H -1.888 -1.558 1.577
C 0.506 1.700 -3.402
C 0.873 1.975 0.214
O -3.650 -0.310 -1.542
H -0.760 2.031 -1.663
H 2.568 0.475 -2.125
C -2.537 -3.476 0.834
N 1.146 1.554 -1.046
H -4.306 -2.611 1.707
H -0.587 -2.514 0.867
H -6.188 -2.781 -0.791
C -3.993 -3.063 0.754
N 2.766 -0.579 3.150
N 1.519 2.746 -3.380
H 2.824 2.861 0.587
H -1.220 0.397 -0.095
H -6.130 -1.422 0.349
H -2.297 -4.148 0.006
H 2.622 -1.310 3.823
C 2.473 1.448 -1.632
H 1.605 3.076 1.829
H -0.343 2.044 -3.987
N 3.975 -0.455 2.575
C 3.864 0.599 1.785
C -1.641 -2.251 0.765
H -4.625 -3.941 0.601
H 5.954 0.918 1.541
H 5.130 0.476 0.051
C -3.344 -1.261 -0.845
H 0.057 1.401 3.098
C 2.651 2.567 -2.647
H -5.773 -1.148 -1.367
H -2.380 -4.032 1.759
H 0.486 0.250 4.378
N -1.079 -0.379 -0.732
C 0.041 1.363 -1.983
H 4.954 2.106 0.703
N -4.264 -2.121 -0.323
O -0.281 1.999 0.633
C -5.672 -1.851 -0.548
O 3.658 3.235 -2.748
H 0.875 0.788 -3.873
C 0.496 0.427 3.301
C 2.026 2.355 1.128
H 3.250 1.514 -0.883
C -1.865 -1.573 -0.576
```

---

(3)
A single C18H26O3 molecule, computed with ωB97M-V/def2-TZVPD.

LUMO	0.228	eV
net charge	0
highest occupied orbital energy	-8.26	eV
SMILES	CCCC[C@@H](CC)COC(=O)/C=C/c1ccc(OC)cc1
DFT total energy	-25230.248	eV
HOMO-LUMO gap	8.49	eV
M	290.40	u

Geometry as XYZ:
```
47
C18H26O3 (ωB97M-V/def2-TZVPD)
H 5.566 1.218 -0.599
C -0.754 0.423 -0.417
O 1.521 0.465 -0.821
C -8.166 -0.603 0.361
H -4.970 -2.340 -1.098
C 5.202 0.264 -0.986
C -3.218 0.357 0.000
H 6.803 -0.986 -1.716
O 0.641 2.218 0.290
C 6.274 -0.817 -0.775
H -8.064 -0.454 1.441
C -4.293 1.055 0.553
H -4.113 2.012 1.021
C -4.761 -1.387 -0.638
H 2.166 -1.356 1.416
H 9.064 -1.283 1.236
H 4.668 -0.963 1.418
C 2.636 -0.489 1.874
C -1.895 0.935 0.066
H -8.333 0.363 -0.126
H 8.847 -1.782 -0.442
H 2.824 1.862 -0.049
C -5.829 -0.676 -0.081
C 7.310 -0.448 0.286
C 2.829 1.022 -0.752
H 3.066 1.405 -1.751
C 3.958 -0.168 1.185
H -2.679 -1.450 -1.036
H 5.796 -1.760 -0.504
C -3.484 -0.881 -0.599
O -7.047 -1.266 -0.177
H 5.037 0.391 -2.058
H 1.945 0.348 1.818
H -0.688 -0.521 -0.933
H -9.016 -1.255 0.167
H 7.831 0.460 -0.025
H 3.482 -1.004 -0.739
C 8.326 -1.566 0.489
H 7.832 -2.476 0.822
C -5.580 0.556 0.518
C 0.510 1.150 -0.264
H 2.809 -0.707 2.926
H 6.814 -0.235 1.234
H 4.357 0.767 1.585
C 3.846 -0.051 -0.339
H -6.379 1.132 0.958
H -1.823 1.896 0.563
```

---

(4)
A molecular structure, C18H27BrN11O2STl, computed with ωB97M-V/def2-TZVPD.

LUMO	-6.920	eV
net charge	+2
highest occupied orbital energy	-13.24	eV
DFT total energy	-125148.261	eV
HOMO-LUMO gap	6.32	eV
M	745.84	u

Geometry as XYZ:
```
61
C18H27BrN11O2STl (ωB97M-V/def2-TZVPD)
C -1.613 -2.813 -0.997
C -3.108 1.500 -1.006
C 1.865 0.208 -2.152
H 6.179 1.617 -3.074
N -0.141 2.000 1.705
N 1.975 0.137 1.947
C -1.276 3.871 2.631
S -2.783 0.571 0.372
H 2.322 -1.186 -4.397
H 1.114 3.027 4.639
H -1.555 -1.414 1.984
O 0.755 -0.081 -2.652
O 1.955 0.493 -0.902
C 3.095 0.213 -2.963
C 3.179 -0.319 2.266
N 2.815 1.360 3.639
C 4.333 -0.610 -4.854
H 4.117 1.618 -1.699
H -2.979 -2.153 0.499
N -0.794 1.953 -1.527
Tl -0.005 -0.013 0.003
N -0.504 3.911 3.711
H -0.391 2.873 -1.375
C -1.108 2.918 1.643
H -2.354 -3.422 -1.519
H 4.406 -1.230 -5.736
H 4.562 0.302 3.744
N -4.367 1.724 -1.382
H -0.657 -3.316 -1.103
N -1.066 -1.951 1.278
H 0.591 -3.965 0.209
N 1.454 -2.062 0.065
H 2.197 -1.563 0.524
N -1.464 -1.473 -1.551
C 5.405 0.186 -4.472
H -5.117 1.350 -0.824
C 0.664 2.072 2.767
H -0.881 -1.443 -2.380
H -1.763 2.890 0.791
H -2.364 -1.059 -1.762
N 3.673 0.395 3.273
C -0.008 -2.752 1.899
H -0.416 -3.633 2.400
H -2.208 -3.694 0.879
C 4.181 1.000 -2.585
Br 6.975 0.161 -5.492
C 1.814 1.168 2.815
H -2.445 2.628 -2.574
H 3.725 -1.130 1.808
C 0.465 3.014 3.774
H -4.609 2.321 -2.158
H -2.059 4.615 2.551
H 1.780 -2.311 -0.863
C 3.172 -0.584 -4.101
C -2.037 -2.697 0.463
H 0.479 -2.130 2.651
H -0.332 1.489 -2.313
N -2.161 2.060 -1.787
C 5.336 0.998 -3.347
H 1.843 -3.685 1.392
C 1.015 -3.209 0.863
```